(1)
{"formula": "C18H24BrCl2N6O3Pd", "method": "ωB97M-V with the def2-TZVPD basis set", "de_lowest_ev": 1.1726, "spin_multiplicity": 1, "homo_ev": [-10.98, -10.88], "gap_ev": [5.66, 5.61], "charge": 1, "e_tot_ev": -132697.57925, "fmax_ev_per_a": 1.20, "symbols": ["Pd", "O", "C", "C", "C", "N", "C", "Br", "C", "H", "H", "H", "H", "N", "N", "C", "O", "O", "H", "H", "H", "C", "C", "N", "C", "C", "C", "C", "N", "H", "H", "H", "H", "H", "H", "H", "H", "H", "H", "H", "H", "H", "H", "Cl", "C", "C", "C", "C", "C", "Cl", "C", "N", "H", "H", "H"], "coordinates": [[1.5142, 0.5163, -0.7424], [3.9861, 0.7478, 5.1842], [3.3549, 0.6967, 4.0071], [1.9675, 0.5907, 3.8822], [1.4255, 0.5495, 2.6164], [2.1615, 0.6104, 1.5079], [3.4834, 0.6980, 1.6465], [4.4628, 0.7450, 0.0298], [4.1406, 0.7482, 2.8545], [3.3603, 0.7236, 5.9169], [1.3259, 0.5461, 4.7520], [0.3558, 0.4718, 2.4664], [5.2143, 0.8285, 2.9246], [1.5276, 1.0897, -2.9205], [1.2343, 2.4646, -2.8907], [1.4153, 3.1894, -1.7003], [1.3948, 4.3916, -1.7100], [1.5511, 2.4605, -0.6164], [2.4178, 0.9025, -3.3700], [0.7921, 0.5996, -3.4137], [1.4256, 2.9939, -3.7279], [-3.1127, 2.3214, 1.4166], [-3.0239, 2.5450, -0.0908], [-3.0041, 1.3149, -0.8815], [-4.2608, 0.8912, -1.4960], [-5.1677, 0.1043, -0.5575], [-1.8750, 0.5746, -0.9502], [-1.8916, -0.6717, -1.7916], [-0.7658, 0.8754, -0.3513], [-3.0412, 3.2757, 1.9383], [-2.3090, 1.6790, 1.7769], [-4.0576, 1.8560, 1.6912], [-2.1409, 3.1398, -0.3424], [-3.8813, 3.1258, -0.4283], [-4.0446, 0.3093, -2.3897], [-4.7703, 1.7919, -1.8407], [-4.6535, -0.7714, -0.1586], [-6.0570, -0.2350, -1.0890], [-5.4953, 0.7151, 0.2825], [-2.0613, -0.4321, -2.8428], [-2.6786, -1.3578, -1.4790], [-0.9315, -1.1683, -1.6873], [-0.8142, 1.7345, 0.1848], [3.5998, -2.6440, -2.5374], [2.6148, -3.4530, -1.3963], [2.7320, -4.8131, -1.2164], [1.9179, -5.4414, -0.2824], [0.9861, -4.7441, 0.4789], [0.8652, -3.3846, 0.3051], [-0.2714, -2.4909, 1.2204], [1.6771, -2.6734, -0.6403], [1.5799, -1.3906, -0.8018], [3.4479, -5.3785, -1.7948], [2.0120, -6.5105, -0.1428], [0.3648, -5.2577, 1.1979]], "forces_ev_per_angstrom": [[-0.5, 0.7, 0.5], [0.1, 0.0, 0.0], [-0.1, 0.0, -0.2], [0.1, 0.0, 0.0], [-0.1, 0.1, 0.0], [0.3, -0.3, -0.7], [-0.1, 0.0, -0.1], [0.3, 0.0, 0.3], [-0.1, 0.0, 0.1], [0.0, 0.0, 0.0], [0.0, 0.0, 0.0], [0.0, 0.0, 0.0], [0.0, 0.0, 0.0], [0.2, -0.1, 0.2], [-0.1, 0.2, -0.1], [0.0, -0.3, 0.1], [0.0, 0.1, -0.1], [0.1, -0.3, 0.1], [0.0, -0.1, 0.0], [0.0, -0.1, 0.0], [0.0, 0.0, 0.0], [0.0, 0.0, 0.0], [0.0, 0.0, 0.0], [-0.1, 0.1, 0.0], [0.0, 0.0, 0.0], [0.0, 0.0, 0.0], [0.2, 0.0, 0.1], [0.0, 0.0, 0.0], [-0.3, 0.0, 0.1], [0.0, 0.0, 0.0], [0.0, 0.0, 0.0], [0.0, 0.0, 0.0], [0.0, 0.0, 0.0], [0.0, 0.0, 0.0], [0.0, 0.0, 0.0], [0.0, 0.0, 0.0], [0.0, 0.0, 0.0], [0.0, 0.0, 0.0], [0.0, 0.0, 0.0], [0.0, 0.0, 0.0], [0.0, 0.0, 0.0], [0.0, 0.0, 0.0], [0.0, 0.1, -0.1], [-0.1, -0.2, 0.1], [0.3, -0.3, -0.5], [0.2, 0.2, -0.1], [0.0, 0.0, 0.0], [-0.2, 0.2, 0.1], [-0.2, -0.3, 0.5], [0.1, -0.1, -0.1], [-0.3, 1.2, 0.0], [0.5, -0.6, -0.3], [0.0, 0.0, 0.0], [0.0, 0.0, 0.0], [0.0, 0.0, 0.0]], "lowdin_charge": [0.9031, 0.1106, -0.2969, 0.0200, -0.1208, -0.0329, -0.7087, 0.8088, -0.0190, 0.1264, 0.1235, 0.1030, 0.1247, -0.0069, 0.0038, -0.6969, 0.0901, -0.2032, 0.1067, 0.1000, 0.1446, -0.0623, -0.1922, -0.0814, -0.2065, -0.0621, -0.4266, -0.0174, 0.0816, 0.0834, 0.0592, 0.0661, 0.1224, 0.1218, 0.1046, 0.1210, 0.0734, 0.0812, 0.0666, 0.0899, 0.0839, 0.0432, 0.0356, 0.7611, -0.5748, -0.0789, -0.0068, -0.0803, -0.5708, 0.7783, -0.4488, -0.0096, 0.1187, 0.1292, 0.1174]}

(2)
{"formula": "C18H24BrCoF6NO12S2", "method": "ωB97M-V with the def2-TZVPD basis set", "de_lowest_ev": 8.8219, "spin_multiplicity": 4, "s_squared": 3.756, "homo_ev": [-8.80, -8.80], "gap_ev": [5.92, 4.29], "charge": 0, "e_tot_ev": -190749.96040, "fmax_ev_per_a": 4.87, "symbols": ["Co", "Br", "C", "F", "F", "F", "S", "O", "O", "N", "S", "O", "O", "C", "F", "F", "F", "O", "C", "O", "C", "C", "C", "H", "H", "H", "H", "H", "H", "O", "C", "O", "C", "C", "C", "H", "H", "H", "H", "H", "H", "O", "C", "O", "C", "C", "C", "H", "H", "H", "H", "H", "H", "O", "C", "O", "C", "C", "C", "H", "H", "H", "H", "H", "H"], "coordinates": [[-0.3250, 0.5825, 0.3977], [-2.0419, 4.0862, 1.9538], [-0.1221, -4.8305, -1.5173], [-0.4378, -4.1011, -2.5357], [-1.1371, -4.8771, -0.5894], [0.1651, -6.0850, -1.9714], [1.4205, -4.0193, -0.6436], [0.9891, -3.9439, 0.7179], [2.5609, -4.8643, -0.9239], [1.5253, -2.3441, -1.2502], [2.3539, -2.5414, -2.5672], [1.9619, -3.7832, -3.2568], [2.2022, -1.3710, -3.4405], [4.2284, -2.6696, -1.9277], [5.0324, -2.2714, -2.9704], [4.3982, -1.8531, -0.9212], [4.5213, -3.9440, -1.7468], [2.3842, 0.0428, 4.3146], [3.3182, -0.1435, 5.1496], [4.1213, 0.8669, 5.5216], [5.2789, 0.3326, 6.2876], [5.0759, -1.1972, 6.4456], [3.5723, -1.3856, 6.1088], [5.3627, 0.8689, 7.2328], [6.1604, 0.5804, 5.6963], [5.3029, -1.4835, 7.4726], [5.7337, -1.8574, 5.8803], [3.0003, -1.5999, 7.0116], [3.4843, -2.3625, 5.6335], [-3.4372, 1.5955, -3.0762], [-4.5219, 1.8043, -3.5920], [-5.4985, 0.9405, -3.6520], [-6.6112, 1.3495, -4.4826], [-6.0725, 2.6297, -5.0608], [-4.7057, 3.0914, -4.4881], [-7.5479, 1.4721, -3.9387], [-6.7605, 0.5570, -5.2159], [-6.9648, 3.2539, -5.0126], [-5.9243, 2.3495, -6.1037], [-4.8276, 3.9413, -3.8165], [-4.0688, 3.3249, -5.3413], [3.6908, 3.4775, -1.1994], [4.7434, 3.9545, -1.5833], [5.5531, 4.6680, -0.7783], [6.7165, 5.0124, -1.4816], [6.5907, 4.7233, -2.9395], [5.3060, 3.9180, -3.0841], [7.4389, 4.4930, -0.8519], [6.9082, 6.0492, -1.2053], [7.4169, 4.1343, -3.3377], [6.5081, 5.6917, -3.4328], [5.3975, 2.8591, -3.3260], [4.5784, 4.3906, -3.7440], [-4.5244, -1.4204, 1.7945], [-5.6817, -1.5882, 2.2021], [-5.9769, -1.3534, 3.5135], [-7.3167, -1.6331, 3.7666], [-7.8273, -2.4057, 2.5720], [-6.8515, -2.1301, 1.4893], [-7.8601, -0.7583, 4.1236], [-7.2581, -2.2497, 4.6636], [-8.8490, -2.0305, 2.5134], [-8.0146, -3.4437, 2.8470], [-7.2655, -1.4591, 0.7367], [-6.5725, -3.0409, 0.9594]], "forces_ev_per_angstrom": [[0.2, -0.4, -0.2], [0.1, -0.1, -0.1], [1.2, -0.6, 1.0], [-1.4, 0.4, -0.6], [1.0, -0.2, -1.4], [-0.5, 1.2, 1.0], [0.0, 0.4, 0.2], [-0.2, 0.5, 0.4], [-1.5, 0.5, 0.6], [-0.4, -3.1, 1.9], [-0.7, 0.1, -3.8], [1.6, 1.3, 0.7], [1.1, -0.6, 1.7], [-1.3, -0.3, -3.7], [-0.5, 0.2, 0.9], [0.4, -0.4, 0.7], [0.9, 0.9, 0.8], [3.7, -1.0, 3.0], [-4.5, 0.3, -0.7], [1.0, -1.3, 0.2], [0.0, -0.1, -0.8], [-0.5, 0.5, 0.9], [1.7, -0.7, -1.3], [-0.4, -0.1, -0.1], [-0.1, 0.0, 0.0], [-0.2, 0.1, 0.1], [-0.1, 0.5, -0.6], [-0.5, 1.3, -0.1], [-0.2, 0.3, -0.8], [-1.5, -0.3, 0.4], [4.4, 1.5, -1.3], [-1.2, -1.2, 1.0], [1.4, -0.4, 0.7], [-1.5, 0.8, -2.3], [-3.4, -1.6, 0.9], [0.3, -0.1, 0.5], [0.1, 0.1, 0.0], [0.6, 1.0, -0.3], [0.0, 0.7, -0.3], [0.2, 0.0, -0.1], [0.6, -0.5, 0.7], [1.6, 0.6, -0.5], [-2.1, -0.4, -0.8], [-1.9, -0.7, -0.7], [1.7, 0.7, 2.6], [0.0, -0.4, -0.9], [-0.7, 0.2, 2.2], [0.9, -0.4, -1.0], [0.0, 0.3, -0.6], [0.2, 0.4, 0.1], [0.1, -0.3, -0.4], [0.2, 0.2, -0.2], [-0.1, -0.2, 0.1], [-3.0, -0.3, 0.7], [4.3, 0.9, 0.2], [1.3, 0.8, -1.4], [0.1, -1.1, 2.2], [-2.5, 0.1, 1.7], [-0.8, -0.7, -1.2], [0.0, 0.4, -0.8], [-0.4, -0.3, 0.1], [-0.1, 0.1, -1.2], [0.7, -0.2, -0.2], [0.4, 0.3, 0.0], [0.2, 0.1, 0.0]], "mulliken_spin": [1.9999, 0.9996, 0.0001, 0.0000, 0.0000, 0.0000, 0.0003, -0.0001, 0.0000, 0.0000, 0.0002, 0.0001, 0.0001, 0.0000, 0.0000, 0.0000, 0.0000, 0.0001, -0.0001, 0.0000, 0.0000, 0.0000, 0.0000, 0.0000, 0.0000, 0.0000, 0.0000, 0.0000, 0.0000, -0.0001, 0.0002, 0.0000, 0.0000, 0.0000, -0.0001, 0.0000, 0.0000, 0.0000, 0.0000, 0.0001, 0.0000, -0.0001, 0.0000, 0.0000, 0.0000, 0.0000, 0.0000, 0.0000, 0.0000, 0.0000, 0.0000, 0.0000, 0.0000, 0.0001, -0.0001, 0.0000, 0.0000, 0.0000, 0.0000, 0.0000, 0.0000, 0.0000, 0.0000, 0.0000, 0.0000]}

(3)
{"formula": "C18H24Cl42FO4P", "method": "ωB97M-V with the def2-TZVPD basis set", "spin_multiplicity": 1, "homo_ev": -10.72, "gap_ev": 10.46, "charge": 0, "e_tot_ev": -565191.13817, "fmax_ev_per_a": 2.23, "symbols": ["C", "C", "C", "C", "O", "P", "O", "O", "O", "F", "H", "H", "H", "H", "H", "H", "H", "H", "H", "H", "C", "Cl", "Cl", "Cl", "H", "C", "Cl", "Cl", "Cl", "H", "C", "Cl", "Cl", "Cl", "H", "C", "Cl", "Cl", "Cl", "H", "C", "Cl", "Cl", "Cl", "H", "C", "Cl", "Cl", "Cl", "H", "C", "Cl", "Cl", "Cl", "H", "C", "Cl", "Cl", "Cl", "H", "C", "Cl", "Cl", "Cl", "H", "C", "Cl", "Cl", "Cl", "H", "C", "Cl", "Cl", "Cl", "H", "C", "Cl", "Cl", "Cl", "H", "C", "Cl", "Cl", "Cl", "H", "C", "Cl", "Cl", "Cl", "H"], "coordinates": [[-3.4797, -1.6269, 1.3284], [-2.1723, -2.4396, 1.3689], [-2.3108, -3.5165, 2.4772], [-1.0947, -1.4263, 1.7074], [0.2190, -1.9043, 1.2865], [1.3713, -2.0280, 2.3346], [2.5850, -2.5344, 1.7232], [0.9515, -2.9415, 3.5562], [1.6659, -0.5458, 3.0122], [0.9120, 0.4512, 2.3487], [-3.5164, -0.9591, 0.4720], [-4.3373, -2.2872, 1.3814], [-3.4954, -1.0068, 2.2276], [-1.9622, -2.9014, 0.4084], [-1.9587, -4.4888, 2.1431], [-3.3468, -3.6283, 2.7747], [-1.7602, -3.1876, 3.3512], [-1.3024, -0.5195, 1.1453], [-1.1226, -1.1433, 2.7603], [0.3037, -2.5265, 4.1433], [-5.4875, -3.5392, -2.1629], [-3.8666, -3.8308, -1.5149], [-6.4383, -5.0236, -2.1892], [-6.3178, -2.2910, -1.2304], [-5.3809, -3.1845, -3.1796], [1.3056, 5.3531, -0.1902], [0.8259, 4.9357, -1.8329], [2.7986, 6.2934, -0.1977], [0.0228, 6.2389, 0.6359], [1.4874, 4.4359, 0.3533], [0.1671, -4.9624, -2.2097], [-0.6666, -4.4431, -0.7373], [0.7048, -6.6365, -2.0390], [-0.8628, -4.7708, -3.6239], [1.0407, -4.3378, -2.3398], [-0.5584, 7.7571, 3.9419], [0.1780, 9.3575, 3.9851], [-0.6789, 7.0669, 5.5628], [-2.1488, 7.8272, 3.1763], [0.0714, 7.1103, 3.3456], [6.8055, -0.8270, 1.4288], [8.0721, -1.9980, 1.7900], [6.8528, 0.5138, 2.5799], [6.9719, -0.2198, -0.2210], [5.8478, -1.3227, 1.5208], [-5.2346, -1.6737, 5.3056], [-6.1374, -2.5474, 4.0660], [-3.5116, -2.0635, 5.1968], [-5.5397, 0.0513, 5.2003], [-5.5859, -2.0084, 6.2732], [-8.8428, 0.6694, 7.5868], [-8.6718, 2.3721, 7.9975], [-9.3551, 0.4724, 5.9102], [-7.3362, -0.2033, 7.8870], [-9.6064, 0.2456, 8.2244], [0.3410, -7.3060, -7.1308], [0.4912, -6.9853, -5.4059], [-1.0987, -8.2761, -7.4418], [0.3156, -5.8079, -8.0670], [1.2057, -7.8701, -7.4529], [-4.1372, -7.6716, -4.6836], [-2.8294, -8.8542, -4.6020], [-3.8283, -6.3224, -3.5918], [-4.3744, -7.0947, -6.3350], [-5.0492, -8.1592, -4.3665], [8.5200, 3.8015, 1.3694], [9.6135, 3.4779, 0.0250], [9.3971, 4.3789, 2.7865], [7.2679, 4.9514, 0.8957], [8.0494, 2.8619, 1.6244], [1.7047, 3.2367, -5.2689], [2.6314, 2.5898, -6.6181], [-0.0341, 3.1016, -5.5778], [2.1208, 2.4335, -3.7537], [1.9492, 4.2852, -5.1697], [3.3226, 8.7141, 7.1353], [2.6503, 7.5200, 6.0242], [2.5709, 10.2915, 6.8945], [3.1376, 8.1833, 8.8074], [4.3795, 8.8104, 6.9281], [6.0510, 4.8785, -4.4568], [7.2029, 4.4460, -3.1958], [6.3935, 3.9909, -5.9407], [4.3831, 4.6058, -3.9313], [6.1606, 5.9349, -4.6603], [0.9765, -0.3130, -9.0206], [0.1465, 0.4652, -7.6793], [1.3169, -2.0200, -8.7305], [0.0535, -0.1280, -10.5158], [1.9253, 0.1922, -9.1442]], "forces_ev_per_angstrom": [[0.5, -0.1, 0.2], [-0.7, 0.1, 1.1], [0.2, 0.1, -0.7], [-0.2, -0.1, -1.0], [-0.6, 0.6, 1.1], [1.4, -1.1, -1.4], [0.4, -0.1, 0.0], [-0.5, 0.7, 0.3], [-0.5, 0.2, 0.3], [0.0, 0.1, 0.0], [-0.2, -0.1, -0.2], [-0.2, 0.0, -0.3], [-0.2, 0.1, 0.1], [-0.1, 0.3, 0.1], [0.2, -0.1, 0.1], [-0.1, -0.1, 0.0], [0.1, -0.3, 0.2], [0.3, 0.1, -0.1], [0.1, -0.2, 0.2], [0.1, -0.2, 0.1], [0.0, 0.0, 0.1], [-0.2, 0.1, -0.1], [-0.2, 0.2, 0.1], [0.0, 0.0, 0.0], [0.0, 0.0, 0.0], [0.1, 0.1, -0.1], [-0.1, 0.0, 0.1], [0.0, 0.0, 0.0], [-0.1, 0.0, 0.0], [0.0, 0.0, 0.0], [-0.1, -0.1, 0.0], [0.3, -0.2, -0.2], [0.0, 0.0, 0.0], [0.0, 0.3, 0.3], [0.0, 0.0, 0.1], [-0.1, 0.1, 0.1], [0.0, 0.0, 0.0], [-0.1, 0.0, -0.1], [0.0, 0.0, 0.0], [0.0, 0.0, 0.0], [0.1, 0.0, -0.1], [0.0, 0.0, 0.0], [-0.1, 0.0, 0.1], [-0.1, 0.0, 0.0], [-0.1, 0.0, 0.0], [-0.1, 0.0, 0.0], [0.0, 0.0, 0.0], [-0.1, 0.2, 0.2], [0.3, 0.1, -0.3], [0.0, -0.1, 0.0], [0.0, 0.0, -0.1], [0.0, 0.0, 0.0], [0.0, 0.0, 0.0], [-0.2, 0.0, 0.3], [0.0, 0.0, 0.0], [0.0, -0.1, 0.0], [0.2, -0.2, -0.3], [0.1, 0.0, -0.2], [0.0, 0.0, 0.0], [0.0, 0.0, 0.0], [0.1, 0.0, 0.0], [-0.1, 0.0, 0.1], [0.1, -0.3, -0.2], [0.0, 0.0, 0.0], [0.0, 0.0, 0.0], [0.0, 0.0, 0.0], [0.1, 0.0, 0.0], [0.0, 0.0, 0.0], [0.0, 0.0, 0.0], [-0.1, 0.0, 0.0], [-0.2, -0.2, 0.0], [0.2, 0.1, 0.1], [0.1, 0.1, 0.1], [-0.2, -0.3, -0.2], [0.0, 0.0, 0.0], [-0.1, 0.0, 0.0], [0.2, 0.0, 0.1], [0.0, 0.0, 0.0], [0.0, 0.0, 0.0], [0.0, 0.0, 0.0], [0.0, 0.1, 0.0], [-0.1, 0.0, 0.1], [0.0, 0.0, 0.0], [0.4, 0.1, 0.1], [0.0, 0.0, 0.0], [0.0, 0.0, -0.1], [-0.1, -0.3, 0.0], [0.0, 0.0, 0.2], [0.0, 0.0, 0.0], [0.0, 0.0, -0.1]], "lowdin_charge": [-0.0925, -0.4110, -0.0729, -0.1932, -0.1595, 0.3527, -0.2174, -0.0640, -0.0922, -0.0629, 0.0793, 0.0473, 0.0700, 0.0066, 0.0746, 0.0409, 0.0233, 0.1273, 0.1177, 0.0853, -1.5255, 0.5207, 0.5131, 0.5396, 0.0176, -1.5400, 0.5191, 0.5274, 0.5438, 0.0139, -1.4897, 0.5952, 0.5283, 0.4926, 0.0223, -1.5705, 0.5169, 0.5099, 0.5155, -0.0336, -1.5354, 0.5292, 0.5318, 0.5220, 0.0096, -1.5394, 0.5458, 0.5683, 0.5149, -0.0107, -1.5428, 0.5356, 0.5247, 0.5125, 0.0109, -1.5316, 0.4930, 0.5057, 0.5210, 0.0106, -1.5186, 0.5134, 0.4820, 0.5222, 0.0126, -1.5632, 0.5188, 0.5257, 0.5124, -0.0515, -1.5680, 0.5198, 0.5118, 0.4847, -0.0230, -1.5459, 0.5030, 0.5189, 0.5253, 0.0103, -1.5318, 0.5286, 0.5295, 0.5288, 0.0114, -1.5569, 0.5020, 0.5193, 0.5214, 0.0049]}